(1)
Formula: CHClFO3
Source: the Open Molecules 2025 dataset
Level of theory: ωB97M-V/def2-TZVPD

Geometry as XYZ:
```
7
CHClFO3 (ωB97M-V/def2-TZVPD)
C 1.33171 0.65636 -0.61481
O -1.11871 -0.04307 -0.62614
O 1.82266 1.52637 -1.17890
O -0.00628 -0.25961 -1.10931
F -1.43206 -0.87468 1.29301
Cl 1.75328 -0.24549 0.72655
H -2.35059 -0.75989 1.50961
```

The LUMO energy (alpha / beta) comes out at -9.1 / -9.3 eV. The charge is +1. The value obtained for the molecular weight is 115.5 g/mol.

Mulliken atomic charge list, values in e, 5 entries:
1 C 0.59
2 O 0.19
3 O -0.11
4 O 0.15
5 F -0.36

***

(2)
Formula: CHClN2O2S
Source: the Open Molecules 2025 dataset
Level of theory: ωB97M-V/def2-TZVPD

Geometry as XYZ:
```
8
CHClN2O2S (ωB97M-V/def2-TZVPD)
C 0.20343 -1.28014 0.56689
N 0.13344 -2.11240 -0.21442
N -0.09224 0.78423 -0.86404
O -1.09885 0.58248 1.51537
O 1.37471 1.04869 1.15909
S 0.12959 0.45654 0.85181
Cl -1.41071 0.11334 -1.73091
H 0.76062 0.40726 -1.28379
```

The LUMO energy comes out at -0.3 eV. The value obtained for the molecular weight is 140.6 g/mol. Its structure (SMILES) is N#CS(=O)(=O)NCl.

Mulliken atomic charge list, values in e, 5 entries:
1 C 0.25
2 N -0.30
3 N -0.36
4 O -0.49
5 O -0.48

***

(3)
Formula: CHClNO2S
Source: the Open Molecules 2025 dataset
Level of theory: ωB97M-V/def2-TZVPD

Geometry as XYZ:
```
7
CHClNO2S (ωB97M-V/def2-TZVPD)
C -0.94023 1.04257 -0.82829
N -1.17383 0.97146 0.59938
O -0.20896 0.10389 -1.29722
O -1.57623 1.87137 -1.48098
S 0.08351 0.11868 1.33308
Cl -1.90664 2.39312 1.29343
H 0.27772 -0.45068 -0.67337
```

The LUMO energy comes out at 3.8 eV. The charge is -1. The value obtained for the molecular weight is 126.5 g/mol. Its structure (SMILES) is O=C(O)N([S-])Cl.

Mulliken atomic charge list, values in e, 5 entries:
1 C 0.65
2 N -0.05
3 O -0.37
4 O -0.64
5 S -0.68

***

(4)
Formula: CHClNO2S
Source: the Open Molecules 2025 dataset
Level of theory: ωB97M-V/def2-TZVPD

Geometry as XYZ:
```
7
CHClNO2S (ωB97M-V/def2-TZVPD)
C -0.17594 0.04601 1.67579
N -1.38176 0.05125 0.81452
O 0.86583 0.11346 1.00244
O -0.40482 -0.11321 2.87775
S -1.08154 -0.12209 -0.86086
Cl -2.89240 -0.15914 1.58509
H 0.43554 0.06714 -0.35926
```

The LUMO energy comes out at 3.6 eV. The charge is -1. The value obtained for the molecular weight is 126.5 g/mol. Its structure (SMILES) is O=C([O-])N(S)Cl.

Mulliken atomic charge list, values in e, 5 entries:
1 C 0.65
2 N -0.04
3 O -0.63
4 O -0.68
5 S -0.48

***

(5)
Formula: CHClO2PS
Source: the Open Molecules 2025 dataset
Level of theory: ωB97M-V/def2-TZVPD

Geometry as XYZ:
```
7
CHClO2PS (ωB97M-V/def2-TZVPD)
C 0.14357 0.68541 0.17807
O 2.68396 1.81581 0.10804
O 1.91555 0.14569 -1.71618
P 1.90148 0.64605 -0.32059
S -0.62399 2.04671 0.55446
Cl 2.40653 -0.94727 0.91009
H -0.41249 -0.23952 0.05350
```

The LUMO energy comes out at 3.1 eV. The charge is -1. The value obtained for the molecular weight is 143.5 g/mol. Its structure (SMILES) is O=[P@@]([O-])(Cl)C=S.

Mulliken atomic charge list, values in e, 5 entries:
1 C -0.28
2 O -0.66
3 O -0.67
4 P 0.94
5 S -0.26

***

(6)
Formula: CHF2IO
Source: the Open Molecules 2025 dataset
Level of theory: ωB97M-V/def2-TZVPD

Geometry as XYZ:
```
6
CHF2IO (ωB97M-V/def2-TZVPD)
C -0.47302 -0.05121 0.03090
O 0.69172 -0.28834 -0.58532
F -1.33369 -0.79698 -0.65827
F -0.41085 -0.53992 1.26323
I 2.24421 0.72800 0.00383
H -0.71837 0.94846 -0.05436
```

The LUMO energy comes out at -1.0 eV. The value obtained for the molecular weight is 193.9 g/mol.

Mulliken atomic charge list, values in e, 5 entries:
1 C 0.40
2 O -0.52
3 F -0.23
4 F -0.23
5 I 0.30

***

(7)
Formula: CHF2NO
Source: the Open Molecules 2025 dataset
Level of theory: ωB97M-V/def2-TZVPD

Geometry as XYZ:
```
6
CHF2NO (ωB97M-V/def2-TZVPD)
C 0.49643 -0.67475 -0.72291
N -0.54242 -1.16145 -1.10054
O -0.35726 -0.63849 0.34457
F -0.48050 1.84526 1.06008
F 1.73287 -0.42934 -0.86318
H -0.84912 1.05877 1.28198
```

The LUMO energy comes out at 0.5 eV. The value obtained for the molecular weight is 81.0 g/mol. Its structure (SMILES) is FC1=NO1.F.

Mulliken atomic charge list, values in e, 5 entries:
1 C 0.87
2 N -0.36
3 O -0.37
4 F -0.40
5 F -0.15

***

(8)
Formula: CHF2NO3S
Source: the Open Molecules 2025 dataset
Level of theory: ωB97M-V/def2-TZVPD

Geometry as XYZ:
```
9
CHF2NO3S (ωB97M-V/def2-TZVPD)
C 1.26857 0.58253 -0.11753
N 0.31764 -0.72033 0.40329
O 0.94876 1.49575 -0.78788
O -1.13052 1.15294 0.81620
O -2.20952 -1.10270 0.44243
F 2.50792 0.24159 0.24697
F -1.22473 0.06972 -1.41705
S -1.18862 -0.12695 0.19678
H 0.71050 -1.59255 0.21679
```

The LUMO energy comes out at 0.1 eV. The value obtained for the molecular weight is 145.1 g/mol. Its structure (SMILES) is O=C(F)NS(=O)(=O)F.

Mulliken atomic charge list, values in e, 5 entries:
1 C 0.60
2 N -0.32
3 O -0.29
4 O -0.52
5 O -0.55

***

(9)
Formula: CHF2O3S
Source: the Open Molecules 2025 dataset
Level of theory: ωB97M-V/def2-TZVPD

Geometry as XYZ:
```
8
CHF2O3S (ωB97M-V/def2-TZVPD)
C -0.10096 0.94896 0.02457
O -0.68729 -1.45088 -1.32772
O 0.87074 -0.36501 -2.84430
O -0.27629 1.22928 -1.19002
F 1.21015 0.65667 0.30945
F -0.34543 1.98104 0.95510
S -0.43025 -0.43769 -2.27975
H -0.56947 -0.09674 0.44679
```

The LUMO energy comes out at 3.8 eV. The charge is -1. The value obtained for the molecular weight is 131.1 g/mol.

Mulliken atomic charge list, values in e, 5 entries:
1 C 0.47
2 O -0.51
3 O -0.48
4 O -0.50
5 F -0.28

***

(10)
Formula: CHF2OS2
Source: the Open Molecules 2025 dataset
Level of theory: ωB97M-V/def2-TZVPD

Geometry as XYZ:
```
7
CHF2OS2 (ωB97M-V/def2-TZVPD)
C 0.28975 0.27827 0.69972
O -0.79486 -1.82985 1.29849
F 1.58560 0.09743 1.21595
F 0.32288 1.69202 0.28766
S -2.65259 0.72990 1.10966
S -1.10318 -0.02041 1.94908
H 0.10613 -0.51503 0.00688
```

The LUMO energy comes out at 3.7 eV. The charge is -1. The value obtained for the molecular weight is 131.1 g/mol.

Mulliken atomic charge list, values in e, 5 entries:
1 C 0.27
2 O -0.75
3 F -0.24
4 F -0.28
5 S -0.43

***

(11)
Formula: CHF2P
Source: the Open Molecules 2025 dataset
Level of theory: ωB97M-V/def2-TZVPD

Geometry as XYZ:
```
5
CHF2P (ωB97M-V/def2-TZVPD)
C 0.75604 0.24783 -0.23088
F 1.62207 -0.27436 0.63017
F 0.88883 1.50826 0.00691
P -1.84745 -0.70794 0.43836
H -1.41949 -0.77378 -0.84456
```

The LUMO energy (alpha / beta) comes out at -1.7 / -1.6 eV. The value obtained for the molecular weight is 82.0 g/mol.

So, what does the Mulliken scheme give us? The charges, in e, come out as:
1 C 0.15
2 F -0.13
3 F -0.11
4 P 0.01
5 H 0.08

***

(12)
Formula: CHF3
Source: the Open Molecules 2025 dataset
Level of theory: ωB97M-V/def2-TZVPD

Geometry as XYZ:
```
5
CHF3 (ωB97M-V/def2-TZVPD)
C 0.55171 -0.03544 0.00239
F -1.85717 0.58416 -0.15040
F 0.47700 -0.81922 1.00994
F 0.42258 -0.79357 -1.05562
H 0.40587 1.06408 0.19370
```

The LUMO energy (alpha / beta) comes out at -2.8 / -1.9 eV. The value obtained for the molecular weight is 70.0 g/mol.

So, what does the Mulliken scheme give us? The charges, in e, come out as:
1 C 0.38
2 F -0.59
3 F -0.08
4 F -0.08
5 H 0.36

***

(13)
Formula: CHF3GaO
Source: the Open Molecules 2025 dataset
Level of theory: ωB97M-V/def2-TZVPD

Geometry as XYZ:
```
7
CHF3GaO (ωB97M-V/def2-TZVPD)
O 0.77492 1.89111 -0.72205
Ga 1.84477 2.97023 -0.03299
H 0.42852 1.01461 -0.38124
C -0.62807 -1.19100 0.20670
F -1.62410 -1.42579 -0.62422
F 0.28161 -2.13903 0.10831
F -1.07764 -1.12012 1.44549
```

The LUMO energy (alpha / beta) comes out at -15.1 / -15.1 eV. The spin multiplicity is 2. The charge is +2. The value obtained for the molecular weight is 155.7 g/mol. As for the expectation value of S²: 0.754.

Mulliken atomic charge list, values in e, 5 entries:
1 O -0.19
2 Ga 0.87
3 H 0.31
4 C 0.81
5 F 0.06

***

(14)
Formula: CHF3N2
Source: the Open Molecules 2025 dataset
Level of theory: ωB97M-V/def2-TZVPD

Geometry as XYZ:
```
7
CHF3N2 (ωB97M-V/def2-TZVPD)
C 0.70187 -0.34727 -0.46211
N 1.42750 -0.43451 0.45284
N -1.60677 0.16300 0.56740
F 2.88152 -0.58519 0.57998
F -1.58825 1.53166 0.74761
F -2.39123 -0.17638 -0.44069
H 0.57538 -0.15132 -1.44504
```

The LUMO energy (alpha / beta) comes out at -1.0 / -1.2 eV. The value obtained for the molecular weight is 98.0 g/mol.

Mulliken atomic charge list, values in e, 5 entries:
1 C -0.02
2 N -0.14
3 N 0.14
4 F -0.18
5 F -0.11

***

(15)
Formula: CHF3N2S
Source: the Open Molecules 2025 dataset
Level of theory: ωB97M-V/def2-TZVPD

Geometry as XYZ:
```
8
CHF3N2S (ωB97M-V/def2-TZVPD)
C 2.09599 -0.79664 1.05508
N -0.41519 0.62831 -1.12774
N 0.59659 1.13460 -1.17981
F 2.76747 -1.67738 1.72258
F 0.98544 -1.51320 0.58487
F 1.60979 0.15776 1.93232
S 3.09072 0.03156 -0.12297
H -1.18977 0.06481 -1.08652
```

The LUMO energy (alpha / beta) comes out at -2.0 / -2.0 eV. The value obtained for the molecular weight is 130.1 g/mol.

Mulliken atomic charge list, values in e, 5 entries:
1 C 0.49
2 N 0.30
3 N -0.01
4 F -0.21
5 F -0.26

***

(16)
Formula: CHF3N3
Source: the Open Molecules 2025 dataset
Level of theory: ωB97M-V/def2-TZVPD

Geometry as XYZ:
```
8
CHF3N3 (ωB97M-V/def2-TZVPD)
C 0.67385 3.10253 1.24518
N 0.77128 1.98337 0.91601
N 0.80240 0.64027 0.68315
N -0.15163 0.24732 -0.05337
F 0.77030 4.32485 1.31331
F -1.60192 0.48600 0.32592
F -0.28991 1.05920 -1.23299
H -0.07947 -0.62848 -0.45075
```

The LUMO energy comes out at -6.2 eV. The charge is +1. The value obtained for the molecular weight is 112.0 g/mol.

Mulliken atomic charge list, values in e, 5 entries:
1 C 0.58
2 N 0.57
3 N -0.71
4 N 0.64
5 F -0.04

***

(17)
Formula: CHF3O4RbS
Source: the Open Molecules 2025 dataset
Level of theory: ωB97M-V/def2-TZVPD

Geometry as XYZ:
```
11
CHF3O4RbS (ωB97M-V/def2-TZVPD)
Rb 2.16329 0.48359 1.71224
O 4.18780 -1.39142 2.36224
H 3.99962 -2.30751 2.55909
C -1.33321 -0.35214 -1.31074
F -2.54900 -0.86955 -1.33104
F -0.47915 -1.26923 -0.81404
F -0.93754 -0.11512 -2.56531
S -1.26268 1.24167 -0.28668
O 0.15880 1.40070 0.03541
O -1.82397 2.20786 -1.22028
O -2.12396 0.97116 0.85910
```

The LUMO energy comes out at 2.2 eV. The charge is -1. The value obtained for the molecular weight is 251.5 g/mol.

Mulliken atomic charge list, values in e, 5 entries:
1 Rb 0.92
2 O -1.04
3 H 0.12
4 C 0.61
5 F -0.23

***

(18)
Formula: CHF4NO4PtS2
Source: the Open Molecules 2025 dataset
Level of theory: ωB97M-V/def2-TZVPD

Geometry as XYZ:
```
14
CHF4NO4PtS2 (ωB97M-V/def2-TZVPD)
Pt -1.30561 1.79603 0.80841
N 0.74153 0.34675 -0.82582
S -0.89351 0.95887 -1.52500
O -0.39765 1.81213 -2.62640
O -1.71681 -0.17159 -1.99342
S 0.76280 -0.27277 0.63621
O -0.28826 0.48674 1.39509
O 2.08868 -0.32528 1.21795
C 0.09741 -2.00824 0.77351
F -1.20384 -2.00168 0.56889
F 0.70912 -2.75781 -0.12137
F 0.33244 -2.46646 1.98748
F -0.42185 3.36129 0.66002
H 1.49555 1.24203 -0.95555
```

The LUMO energy (alpha / beta) comes out at -0.9 / -2.3 eV. The spin multiplicity is 3. The value obtained for the molecular weight is 426.2 g/mol. As for the expectation value of S²: 2.007.

Mulliken atomic charge list, values in e, 5 entries:
1 Pt 1.14
2 N -0.56
3 S 0.60
4 O -0.54
5 O -0.47

***

(19)
Formula: CHF4PS2
Source: the Open Molecules 2025 dataset
Level of theory: ωB97M-V/def2-TZVPD

Geometry as XYZ:
```
9
CHF4PS2 (ωB97M-V/def2-TZVPD)
C 1.37232 0.92803 0.22284
F 1.45872 0.54850 -1.02536
F 1.17777 2.32611 0.15247
F 2.48671 0.67770 0.86059
F 0.35571 -1.60638 0.53049
P -0.13111 0.11019 0.97881
S -2.76609 -1.12776 0.04773
S -1.34456 0.19264 -0.68663
H -2.60948 -2.04901 -1.08094
```

The LUMO energy comes out at -0.5 eV. The value obtained for the molecular weight is 184.1 g/mol. Its structure (SMILES) is FP(SS)C(F)(F)F.

Mulliken atomic charge list, values in e, 5 entries:
1 C 0.75
2 F -0.19
3 F -0.24
4 F -0.20
5 F -0.37

***

(20)
Formula: CHFINO2
Source: the Open Molecules 2025 dataset
Level of theory: ωB97M-V/def2-TZVPD

Geometry as XYZ:
```
7
CHFINO2 (ωB97M-V/def2-TZVPD)
C -0.50484 -1.08853 0.92296
N 1.17659 1.58591 -1.40619
O 0.94333 2.70915 -1.13129
O 1.11675 0.56751 -0.84598
F 0.18261 -2.09355 0.37721
I -2.22519 -0.40450 0.01662
H -0.68925 -1.27599 2.06667
```

The LUMO energy (alpha / beta) comes out at -0.5 / -1.5 eV. The value obtained for the molecular weight is 204.9 g/mol.

Mulliken atomic charge list, values in e, 5 entries:
1 C -0.21
2 N 0.75
3 O -0.39
4 O -0.37
5 F -0.16